Record 1
Molecular formula: C11H18O
Method: DFT, the ωB97M-V functional and the def2-TZVPD basis

```
30
C11H18O, DFT the ωB97M-V functional and the def2-TZVPD basis
C -2.50 -1.75 -0.18
C -3.78 -2.40 0.36
C -2.82 -0.86 -1.42
H -1.72 -2.33 -0.66
H -2.05 -1.11 0.57
H -3.81 -3.41 -0.04
H -3.72 -2.50 1.45
H -2.00 -0.38 -1.97
H -3.58 -0.08 -1.30
H -4.65 -1.85 0.03
H -3.23 -1.46 -2.23
C 1.40 0.16 -2.19
C 2.94 -0.21 -2.35
C 1.12 0.50 -0.76
C 1.61 1.71 -0.23
C 0.64 -0.47 0.10
C 1.51 1.95 1.12
C 0.25 -0.12 1.40
C 0.65 1.13 1.85
O 0.33 1.43 3.16
H 1.21 0.95 -2.91
H 0.82 -0.71 -2.44
H 3.37 -0.02 -3.32
H 2.14 2.35 -0.93
H 0.54 -1.49 -0.23
H 2.08 2.67 1.70
H -0.38 -0.65 2.10
H 0.64 2.31 3.41
H 2.95 -1.30 -2.24
H 3.50 0.30 -1.58
```

## Properties
**Structure (SMILES)**: CCc1ccc(O)cc1.CCC
**HOMO energy**: -8.26 eV
**Calculated total energy**: -505.134966 Eh
**Kohn-Sham gap**: 9.143 eV



Record 2
Molecular formula: C5H17N2O
Method: DFT, the ωB97M-V functional and the def2-TZVPD basis

```
25
C5H17N2O, DFT the ωB97M-V functional and the def2-TZVPD basis
C 0.58 0.91 -1.55
N -0.80 1.14 -1.07
C -1.77 0.44 -1.98
C 1.54 0.49 -0.41
N 0.65 0.02 0.83
C 0.89 0.84 2.00
C 2.71 -0.42 -0.68
H 1.11 1.69 -2.13
H 0.59 0.17 -2.41
H -1.03 2.12 -1.09
H -2.83 0.35 -1.62
H -1.85 0.89 -2.99
H -1.60 -0.65 -1.90
H 1.76 1.50 0.02
H 0.68 -0.99 0.95
H -0.38 0.13 0.63
H 1.08 1.88 1.78
H 0.13 0.77 2.80
H 1.70 0.44 2.63
H 3.71 0.09 -0.57
H 2.75 -1.21 0.10
H 2.48 -1.05 -1.54
H -4.17 -3.23 3.52
H -4.26 -3.10 1.97
O -3.65 -3.19 2.71
```

## Properties
**Total charge**: +1
**HOMO energy**: -13.75 eV
**Calculated total energy**: -385.153073 Eh
**Kohn-Sham gap**: 10.944 eV



Record 3
Molecular formula: C24H60BF4N4Na5O12P
Method: DFT, the ωB97M-V functional and the def2-TZVPD basis

```
111
C24H60BF4N4Na5O12P, DFT the ωB97M-V functional and the def2-TZVPD basis
Na 0.47 -1.71 3.62
Na 2.21 -2.82 -0.38
Na 4.45 -1.48 2.26
Na 3.33 0.76 -0.78
Na -0.59 0.04 -0.26
B 5.13 -1.98 -0.51
F 5.49 -0.86 0.24
F 4.58 -3.02 0.29
F 4.13 -1.63 -1.45
F 6.18 -2.51 -1.23
P 1.84 -0.58 1.27
O 3.11 0.25 1.48
O 2.08 -2.03 1.83
O 1.64 -0.65 -0.29
O 0.53 -0.01 1.84
C 1.88 -1.03 -3.71
O 1.58 -0.84 -5.06
C 0.48 -1.60 -5.53
C -0.85 -1.03 -5.07
N -1.17 0.21 -5.74
C -2.40 0.80 -5.22
C -2.60 2.17 -5.77
O -1.67 3.03 -5.14
C -1.70 4.34 -5.68
H 2.86 -0.60 -3.54
H 1.92 -2.09 -3.41
H 1.16 -0.59 -3.01
H 0.59 -2.64 -5.19
H 0.56 -1.58 -6.62
H -0.78 -0.91 -3.97
H -1.62 -1.78 -5.28
H -0.41 0.87 -5.60
H -2.37 0.86 -4.12
H -3.24 0.17 -5.52
H -3.63 2.50 -5.59
H -2.42 2.17 -6.85
H -0.98 4.95 -5.13
H -2.69 4.79 -5.55
H -1.44 4.33 -6.75
C -2.81 -2.18 3.78
O -1.91 -1.28 4.37
C -2.14 0.07 4.04
C -1.24 0.96 4.85
N 0.16 0.70 4.47
C 1.11 1.77 4.86
C 1.25 1.95 6.35
O 0.12 2.63 6.85
C 0.40 3.41 8.00
H -2.62 -3.18 4.18
H -2.64 -2.27 2.70
H -3.85 -1.89 3.97
H -3.19 0.36 4.14
H -1.91 0.23 2.97
H -1.34 0.78 5.92
H -1.53 2.01 4.67
H 0.18 0.72 3.45
H 0.81 2.74 4.42
H 2.07 1.52 4.40
H 2.14 2.56 6.55
H 1.35 0.97 6.84
H -0.50 3.97 8.23
H 1.22 4.11 7.80
H 0.72 2.77 8.83
C 3.41 -4.95 -2.93
O 2.26 -4.74 -2.12
C 1.03 -5.16 -2.68
C 0.05 -5.24 -1.54
N -0.04 -3.92 -0.90
C -0.66 -3.87 0.43
C 0.16 -4.53 1.51
O -0.29 -4.02 2.75
C 0.12 -4.82 3.84
H 3.54 -4.14 -3.65
H 3.37 -5.93 -3.42
H 4.27 -4.92 -2.26
H 1.15 -6.14 -3.16
H 0.70 -4.46 -3.46
H 0.37 -5.98 -0.81
H -0.95 -5.54 -1.89
H -0.57 -3.30 -1.50
H -1.64 -4.38 0.41
H -0.80 -2.83 0.72
H 1.23 -4.31 1.40
H 0.09 -5.62 1.51
H 1.21 -4.86 3.91
H -0.28 -5.84 3.77
H -0.26 -4.36 4.75
C -3.16 4.76 -2.64
O -2.52 4.21 -1.50
C -3.20 3.10 -0.99
C -2.52 2.70 0.32
N -1.07 2.55 0.09
C -0.27 3.01 1.25
C 1.14 3.32 0.83
O 1.25 4.28 -0.19
C 0.83 5.58 0.19
H -3.14 4.04 -3.47
H -2.60 5.64 -2.94
H -4.20 4.99 -2.41
H -3.22 2.27 -1.70
H -4.24 3.37 -0.75
H -2.95 1.73 0.59
H -2.76 3.43 1.09
H -0.87 3.23 -0.64
H -0.25 2.25 2.03
H -0.72 3.91 1.68
H 1.62 2.40 0.49
H 1.70 3.62 1.73
H 1.01 6.21 -0.69
H 1.46 5.94 1.01
H -0.23 5.66 0.43
```

## Properties
**Total charge**: +1
**HOMO energy**: -10.97 eV
**Calculated total energy**: -3649.938807 Eh
**Kohn-Sham gap**: 8.318 eV



Record 4
Molecular formula: C30H41AlN3OS
Method: DFT, the ωB97M-V functional and the def2-TZVPD basis

```
77
C30H41AlN3OS, DFT the ωB97M-V functional and the def2-TZVPD basis
Al 10.99 11.15 10.26
C 11.16 12.11 13.05
C 12.29 12.79 12.33
N 12.78 11.97 11.10
C 14.06 11.31 11.36
C 14.18 10.43 12.58
S 13.26 8.86 12.51
C 11.96 9.15 13.68
C 10.58 9.66 13.19
N 10.54 10.94 12.36
H 10.37 12.83 13.28
H 11.52 11.75 14.09
H 13.09 12.91 13.05
H 12.08 13.81 11.96
H 12.96 12.71 10.42
H 14.79 12.12 11.38
H 14.33 10.82 10.43
H 13.98 11.05 13.52
H 15.23 10.18 12.70
H 12.30 9.82 14.51
H 11.77 8.17 14.12
H 9.95 9.80 14.07
H 10.11 8.85 12.59
H 9.55 11.24 12.36
N 11.25 9.15 10.17
C 11.84 8.47 9.00
C 11.71 7.08 9.06
C 12.64 6.33 8.35
C 13.48 6.92 7.38
C 13.56 8.31 7.34
C 12.73 9.14 8.11
C 12.56 10.54 7.77
C 13.21 11.01 6.62
C 12.92 12.27 6.05
C 12.02 13.07 6.67
C 11.46 12.70 7.89
C 11.68 11.45 8.42
H 10.40 8.62 10.44
H 12.03 9.04 10.98
H 11.03 6.61 9.76
H 12.69 5.26 8.45
H 13.98 6.28 6.66
H 14.29 8.77 6.67
H 13.98 10.43 6.19
H 13.45 12.59 5.12
H 11.72 14.07 6.25
H 10.77 13.39 8.42
C 9.50 15.37 12.57
C 8.76 14.81 11.33
C 7.72 15.85 10.77
C 8.12 13.42 11.48
C 7.19 13.31 12.52
C 6.35 12.18 12.56
C 6.46 11.18 11.66
C 7.41 11.27 10.55
C 7.33 10.17 9.52
C 8.09 10.46 8.13
C 7.68 8.75 9.99
C 8.41 12.25 10.66
O 9.61 12.19 10.01
H 9.81 16.41 12.40
H 10.38 14.85 12.89
H 8.79 15.26 13.39
H 9.47 14.63 10.50
H 7.19 16.37 11.56
H 6.96 15.42 10.17
H 8.34 16.57 10.19
H 7.22 14.00 13.36
H 5.66 12.14 13.39
H 5.83 10.31 11.75
H 6.27 10.12 9.12
H 9.19 10.42 8.23
H 7.79 11.39 7.66
H 7.72 9.64 7.47
H 8.63 8.37 9.61
H 6.94 8.07 9.54
H 7.75 8.71 11.11
```

## Properties
**Total charge**: +1
**HOMO energy**: -10.45 eV
**Calculated total energy**: -2047.725037 Eh
**Kohn-Sham gap**: 8.263 eV



Record 5
Molecular formula: C2H6NP
Method: DFT, the ωB97M-V functional and the def2-TZVPD basis

```
10
C2H6NP, DFT the ωB97M-V functional and the def2-TZVPD basis
C 0.42 0.21 0.36
C -1.08 -0.19 -1.45
N -0.64 0.40 -0.18
P 1.35 0.70 1.78
H 1.85 -1.03 -0.23
H -0.60 0.32 -2.23
H -2.17 0.06 -1.38
H -0.81 -1.24 -1.53
H 1.20 -0.56 2.36
H 0.47 1.33 2.48
```

## Properties
**HOMO energy**: -8.49 eV
**Calculated total energy**: -475.734702 Eh
**Kohn-Sham gap**: 8.912 eV



Record 6
Molecular formula: CH8Na7O7
Method: DFT, the ωB97M-V functional and the def2-TZVPD basis

```
23
CH8Na7O7, DFT the ωB97M-V functional and the def2-TZVPD basis
Na 1.28 2.34 0.08
Na -3.78 -0.29 -0.18
Na -1.45 -0.60 -2.57
Na -1.49 2.36 1.83
Na -1.58 -1.36 2.61
Na 1.24 1.00 3.36
Na -2.14 -3.11 -0.43
C -0.30 -0.14 0.14
O -1.28 -0.87 -0.08
O 0.02 0.20 1.24
O 0.33 0.21 -0.84
O 1.28 -1.69 3.18
H 1.27 -1.65 2.23
H 1.83 -2.45 3.39
O 1.91 1.05 -3.01
H 1.46 0.45 -3.61
H 1.79 0.65 -2.14
O -2.87 1.55 -1.76
H -2.11 1.87 -1.27
H -2.96 2.16 -2.49
O 2.69 -0.91 0.06
H 2.97 -0.18 0.61
H 1.89 -0.59 -0.36
```

## Properties
**Total charge**: +5
**HOMO energy**: -24.25 eV
**Calculated total energy**: -1703.737852 Eh
**Kohn-Sham gap**: 5.718 eV